# 1
109
Properties=species:S:1:pos:R:3 method="wB97M-V/def2-TZVPD" e_tot_ha=-4865.89917 spin_multiplicity=1 smiles="ClC(Cl)(Cl)Cl.CN(C)C=O.CN(C)C=O.CN(C)C=O.CN(C)C=O.CN(C)C=O.CN(C)C=O.CN(C)C=O.CN(C)C=O.ClCCCl" charge=0
Cl 18.15069 -3.24813 4.10748
C 18.94121 -2.47797 2.69564
C 18.58369 -3.27719 1.44354
Cl 19.10757 -2.37245 -0.00804
H 20.01884 -2.45143 2.82344
H 18.51954 -1.48047 2.67324
H 17.50185 -3.27452 1.35633
H 19.05344 -4.25247 1.50860
C 15.29097 -8.14397 1.90693
O 14.20275 -8.24296 2.44226
N 15.92156 -6.97941 1.61447
C 17.15574 -6.99542 0.83921
C 15.33526 -5.69262 2.00268
H 15.86871 -8.99020 1.49244
H 18.01028 -6.67790 1.44147
H 17.08360 -6.27040 0.01451
H 17.26256 -7.98930 0.42024
H 16.07395 -5.07172 2.51307
H 14.97485 -5.16841 1.10748
H 14.44964 -5.85348 2.60024
C 18.98958 -9.80185 -0.38039
O 18.34057 -9.98493 0.61526
N 20.13733 -10.43379 -0.64202
C 20.83151 -11.20597 0.36439
C 20.87817 -10.14091 -1.85871
H 18.69489 -9.09692 -1.15295
H 21.83790 -10.83012 0.52580
H 20.88418 -12.25593 0.03675
H 20.23345 -11.27838 1.26985
H 20.91433 -10.94036 -2.60554
H 20.38814 -9.33315 -2.41364
H 21.88090 -9.79214 -1.59740
C 19.86222 -7.72796 2.95344
O 20.40655 -6.66245 3.06852
N 18.83720 -8.08475 3.75562
C 18.22855 -9.41122 3.73214
C 18.36734 -7.20285 4.80311
H 20.11119 -8.43451 2.15642
H 17.86794 -9.63454 2.72633
H 17.33492 -9.40600 4.35532
H 18.87581 -10.21148 4.09899
H 19.13052 -6.52361 5.19161
H 17.57018 -6.51971 4.48384
H 18.08180 -7.80029 5.66483
C 10.89322 -8.90880 2.49795
O 10.05274 -8.68804 1.64038
N 10.68611 -8.88180 3.82742
C 11.73664 -9.22969 4.77455
C 9.37489 -8.66363 4.34395
H 11.93055 -9.19174 2.24811
H 11.53937 -10.17522 5.28832
H 11.80673 -8.44988 5.54356
H 12.71269 -9.25748 4.29140
H 8.61596 -8.97416 3.62322
H 9.24246 -9.24071 5.25715
H 9.14129 -7.60905 4.53370
C 14.44578 -7.06046 5.27682
O 14.87536 -8.06542 5.85064
N 14.74597 -5.77862 5.63082
C 14.22735 -4.62193 4.98459
C 15.61254 -5.50072 6.75410
H 13.78312 -7.09444 4.39544
H 15.03455 -4.20003 4.38062
H 13.93813 -3.87767 5.72604
H 13.36892 -4.80449 4.34192
H 16.19273 -6.38074 6.99678
H 16.15393 -4.56947 6.61669
H 14.97052 -5.30837 7.63295
C 15.44727 -13.93242 1.02927
O 14.56139 -14.68249 0.66346
N 15.27995 -12.84610 1.82333
C 14.00550 -12.32080 2.22592
C 16.39875 -12.06224 2.29709
H 16.49816 -14.03826 0.70594
H 13.97369 -11.27782 1.90373
H 13.84034 -12.38248 3.29983
H 13.22687 -12.85257 1.68229
H 16.68024 -12.26826 3.33381
H 17.27548 -12.15379 1.65163
H 16.13199 -11.00599 2.23320
C 14.98676 -10.65941 -1.52640
O 15.94003 -10.01257 -1.96976
N 13.79944 -10.12170 -1.12335
C 12.74253 -10.96956 -0.60380
C 13.65229 -8.70978 -0.98659
H 15.02221 -11.75476 -1.42682
H 11.88183 -10.95700 -1.28237
H 12.33381 -10.58225 0.33425
H 13.10928 -11.97808 -0.45621
H 13.23349 -8.49702 0.00299
H 14.60362 -8.21416 -1.13307
H 12.88612 -8.31910 -1.66959
C 17.18127 -6.21442 -3.41201
O 18.38252 -6.45036 -3.56585
N 16.69566 -5.00330 -3.07864
C 15.25602 -4.74753 -3.03879
C 17.57315 -3.91455 -2.75605
H 16.41362 -6.98726 -3.52425
H 14.97758 -4.12837 -3.89650
H 15.06912 -4.14270 -2.13905
H 14.64023 -5.63033 -2.92130
H 17.37292 -3.00682 -3.33751
H 17.42124 -3.60552 -1.71591
H 18.60798 -4.21168 -2.87991
C 11.44942 -4.11249 -0.25173
Cl 12.30999 -4.90230 1.06030
Cl 9.73614 -4.47949 -0.18206
Cl 11.63612 -2.36359 -0.05612
Cl 12.10687 -4.56254 -1.81840

=====

# 2
84
Properties=species:S:1:pos:R:3 method="wB97M-V/def2-TZVPD" e_tot_ha=-5194.89030 spin_multiplicity=1 charge=+3
Re -0.18131 0.32700 -0.17143
C -1.17916 -2.89595 0.88968
P -1.52026 -1.61344 -0.33745
C -3.31136 -1.43666 -0.37086
C -0.97961 -2.31168 -1.92437
C -1.83317 -3.04838 -2.73805
C -1.34485 -3.65084 -3.89059
C -0.00660 -3.52291 -4.23676
C 0.85288 -2.78105 -3.43806
C 0.37486 -2.17404 -2.28138
P 1.44074 -1.17584 -1.21477
C 2.53336 -2.24075 -0.24974
C 2.56664 -0.24563 -2.28984
H -1.75342 -3.78482 0.62034
H -1.45343 -2.57250 1.89335
H -0.12220 -3.15266 0.89679
H -3.77808 -2.42046 -0.43706
H -3.62115 -0.83342 -1.22334
H -3.64193 -0.95696 0.55023
H -2.87789 -3.16530 -2.48389
H -2.01173 -4.22509 -4.51794
H 0.36845 -3.99866 -5.13203
H 1.89130 -2.68307 -3.72772
H 3.04039 -2.90491 -0.95304
H 2.00222 -2.83438 0.48928
H 3.27676 -1.62231 0.25416
H 3.30274 -0.92374 -2.72520
H 3.09789 0.50933 -1.71040
H 2.00950 0.22546 -3.10079
N -1.91757 2.73766 -2.94716
C -0.70160 2.46486 -2.55287
O -0.50789 1.60490 -1.63428
C 0.45917 3.17364 -3.13973
I 0.97278 4.75836 -1.79829
H -2.71934 2.29609 -2.51745
H -2.08777 3.42063 -3.67398
H 0.22504 3.60465 -4.10854
H 1.31809 2.51070 -3.21243
F 1.13785 2.84405 1.21680
C -0.17189 3.03583 1.34460
C -1.01971 1.90823 1.40360
C -2.40393 2.14576 1.50052
F -3.24705 1.11979 1.52304
C -2.91244 3.42563 1.55416
F -4.21682 3.62732 1.62684
C -2.03960 4.51460 1.51057
F -2.52246 5.73340 1.54708
C -0.66353 4.32046 1.39978
F 0.15083 5.36234 1.34614
C -0.39946 0.55378 1.58915
Ge -0.18861 -0.03661 3.69167
C 0.94792 1.40373 4.27775
C 2.28702 1.12794 4.56024
C 3.12892 2.13507 5.01098
C 2.64162 3.42199 5.18313
C 1.30616 3.70572 4.91828
C 0.46418 2.70166 4.47077
C -2.03340 0.02755 4.23529
C -2.42379 0.96630 5.19376
C -3.73124 0.98742 5.66174
C -4.65624 0.07247 5.18013
C -4.27295 -0.87821 4.24036
C -2.97006 -0.90048 3.77349
C 0.59285 -1.79044 3.63127
C 0.01348 -2.80720 4.39180
C 0.59114 -4.07079 4.41870
C 1.74138 -4.32370 3.68607
C 2.32438 -3.31456 2.92643
C 1.75173 -2.05173 2.89833
H 2.67451 0.12265 4.45786
H 4.16132 1.91100 5.24127
H 3.29593 4.20315 5.54466
H 0.92243 4.70352 5.08350
H -0.58217 2.93073 4.30151
H -1.70818 1.66419 5.60899
H -4.02005 1.70705 6.41521
H -5.67262 0.08688 5.54892
H -4.98782 -1.60960 3.88897
H -2.68472 -1.66910 3.06031
H -0.88001 -2.61903 4.97528
H 0.14944 -4.85171 5.02203
H 2.19664 -5.30433 3.71902
H 3.23708 -3.51406 2.37941
H 2.22542 -1.25523 2.32938